This record from the Open Molecules 2025 dataset describes a molecular structure, C28H47AsIrN9O2Si2. The level of theory is the ωB97M-V functional and the def2-TZVPD basis.

XYZ file:
```
90
Properties=species:S:1:pos:R:3
Ir -0.063 0.148 0.615
As -0.846 1.707 2.361
Si -3.063 2.485 2.292
Si 0.458 3.586 2.845
O 2.141 -1.331 -2.543
O 0.727 -1.233 -0.831
N 0.456 -2.807 3.382
N -1.724 -1.048 0.967
N 6.113 -3.156 -1.650
N -3.073 0.477 -2.098
N -1.311 0.875 -0.839
N 3.952 -3.522 -2.402
N 0.774 -1.061 2.072
N 4.835 -1.421 -2.520
N 1.640 1.174 0.001
C -1.499 1.982 -1.658
C 1.964 0.753 -1.393
C -0.033 -2.049 2.385
C 4.975 -2.697 -2.186
C 3.958 -0.777 3.984
C 4.531 0.495 -1.003
C -2.408 -1.249 -0.343
C -3.801 2.094 3.962
C 1.875 -1.166 2.918
C -0.820 3.196 -1.732
C -4.111 1.623 0.983
C 3.378 1.161 -1.792
C -3.190 4.322 1.954
C 1.605 -0.732 -1.605
C -3.061 2.656 -3.408
C 5.499 -0.279 -1.902
C 2.262 3.078 2.992
C 1.684 -2.271 3.749
C 3.033 -0.400 3.033
C 0.382 4.961 1.568
C -0.141 4.190 4.504
C -2.369 3.846 -3.486
C 2.608 -2.658 4.713
C -1.298 -2.308 1.631
C -2.276 0.027 -1.114
C -2.606 1.733 -2.472
C -1.268 4.116 -2.655
C 3.749 -1.891 4.814
H -1.092 -3.049 0.856
H 4.152 -0.174 -0.220
H -2.802 4.570 0.964
H 3.437 2.245 -1.669
H 1.506 2.182 0.040
H -0.006 3.430 -1.058
H 1.019 5.800 1.860
H -0.774 5.074 -2.735
H -0.092 3.397 5.251
H 6.369 -0.608 -1.338
H -3.896 0.017 -2.453
H 1.262 1.292 -2.037
H -0.634 5.337 1.444
H 2.861 3.964 3.216
H -2.080 -2.701 2.282
H 0.480 5.023 4.843
H -1.882 -2.046 -0.870
H -3.731 1.803 -0.022
H 2.431 0.976 0.608
H 4.059 -4.519 -2.346
H -0.001 -3.597 3.807
H -3.919 2.458 -4.037
H -3.821 1.019 4.151
H 3.492 0.991 -2.864
H 3.200 0.484 2.437
H 0.725 4.617 0.587
H 6.968 -2.639 -1.768
H -4.236 0.547 1.145
H 2.442 -3.512 5.354
H -4.823 2.474 4.029
H -3.454 -1.534 -0.217
H -3.216 2.550 4.764
H 3.918 -1.208 -2.911
H 5.120 1.261 -0.497
H -2.646 4.914 2.691
H 4.497 -2.146 5.551
H 4.860 -0.193 4.107
H -1.172 4.546 4.460
H 2.662 2.659 2.065
H -4.237 4.633 1.996
H 3.034 -3.117 -2.567
H 2.413 2.356 3.795
H -2.688 4.597 -4.195
H -2.336 -0.535 1.602
H 5.860 0.381 -2.692
H 6.205 -4.133 -1.430
H -5.114 2.056 1.032
```

* molecular weight: 865.056 g/mol
* frontier orbital gap: 0.262 Ha
* HOMO level: -11.32 eV
* charge: +2


This record from the Open Molecules 2025 dataset describes a molecular structure, C36H34F7N5O5PSSr. The level of theory is the ωB97M-V functional and the def2-TZVPD basis.

XYZ file:
```
90
Properties=species:S:1:pos:R:3
Sr 0.599 -1.634 1.282
S 3.656 -0.911 0.975
P -1.088 1.124 2.802
F -2.314 0.461 1.988
F -0.624 -0.374 3.298
F -1.513 2.583 2.222
F 0.067 4.067 -1.164
F -0.135 0.896 1.467
F 0.160 1.769 3.556
F -2.014 1.305 4.088
O 3.811 0.303 0.206
O -0.254 -0.859 -0.990
O -3.157 -3.615 -0.424
O 2.905 -0.788 2.229
O -1.574 -2.741 0.915
N 2.946 -2.095 0.240
N -4.111 0.492 -0.921
N 1.046 -3.559 -0.877
N -2.518 5.048 -0.682
N -3.680 7.161 -0.190
C 5.294 -1.431 1.428
C -2.424 -2.712 -0.024
C 4.309 -2.517 -3.213
C -2.502 7.430 -1.077
C 2.110 -3.241 -1.662
C 0.089 -4.294 -1.384
C -0.277 -4.887 2.569
C -0.707 1.846 -1.249
C -1.437 -0.490 -0.964
C 3.341 -3.296 -3.775
C 1.931 -4.891 2.173
C 7.642 -1.008 1.609
C 1.160 -4.462 -3.511
C 6.373 -0.584 1.237
C 4.218 -2.077 -1.876
C -3.308 2.786 -0.965
C -1.765 0.937 -1.160
C 7.822 -2.267 2.162
C 5.465 -2.694 1.978
C -5.510 0.907 -0.936
C 0.330 -3.904 3.463
C 0.734 -5.481 1.810
C -1.957 6.068 -1.556
C -5.992 1.278 -2.330
C -0.958 3.182 -1.163
C 3.144 -2.424 -1.088
C 1.669 -3.903 3.227
C -3.242 6.510 1.096
C -3.808 -0.816 -0.720
C -3.080 1.405 -1.040
C -2.255 3.673 -0.988
C 2.215 -3.671 -3.001
C -2.262 5.391 0.719
C -2.557 -1.329 -0.654
C 6.733 -3.111 2.347
C 0.101 -4.775 -2.711
H 5.001 -1.449 -1.471
H -7.041 1.575 -2.302
H 2.900 -5.096 1.741
H -4.260 6.468 -0.672
H 6.874 -4.095 2.776
H 0.307 1.469 -1.299
H -2.792 7.280 1.719
H 2.416 -3.299 3.720
H -0.727 -5.371 -3.068
H -4.141 6.131 1.580
H -1.780 7.974 -0.472
H -0.205 -3.306 4.186
H 8.812 -2.595 2.449
H -5.647 1.733 -0.235
H -2.419 4.521 1.350
H -5.411 2.104 -2.742
H 8.492 -0.354 1.465
H 4.604 -3.338 2.106
H -0.865 6.107 -1.535
H -5.893 0.427 -3.004
H -2.270 5.863 -2.580
H -0.748 -4.521 -0.733
H 6.206 0.391 0.799
H 5.172 -2.223 -3.798
H -2.824 8.065 -1.898
H -1.335 -5.080 2.491
H 1.209 -4.807 -4.537
H -4.225 8.002 -0.015
H -1.225 5.712 0.873
H -4.302 3.188 -0.836
H 3.414 -3.632 -4.802
H -4.651 -1.475 -0.549
H 0.596 -6.223 1.040
H -6.089 0.075 -0.540
```

* molecular weight: 900.345 g/mol
* multiplicity: 2
* expectation value of S²: 0.767
* frontier orbital gap (spin up / spin down): 0.194 / 0.194 Ha
* HOMO level (spin up / spin down): -6.75 / -6.75 eV
* charge: 0


This record from the Open Molecules 2025 dataset describes C3H4N2 in the gas phase. The level of theory is the ωB97M-V functional and the def2-TZVPD basis.

XYZ file:
```
9
Properties=species:S:1:pos:R:3
N -0.431 1.280 0.193
N 0.014 0.652 -0.880
C 0.491 -0.583 -0.586
C 0.249 -0.809 0.745
C -0.371 0.401 1.238
H 0.533 -1.711 1.279
H 0.958 -1.175 -1.358
H -1.452 0.795 1.121
H 0.009 1.150 -1.752
```

* molecular weight: 68.079 g/mol
* frontier orbital gap: 0.367 Ha
* HOMO level: -9.04 eV
* charge: 0
* SMILES: c1cn[nH]c1


This record from the Open Molecules 2025 dataset describes C2HFO in the gas phase. The level of theory is the ωB97M-V functional and the def2-TZVPD basis.

XYZ file:
```
5
Properties=species:S:1:pos:R:3
F 0.655 -1.802 -0.060
O -0.813 1.683 -0.645
C 0.296 -0.375 0.103
C -0.254 0.684 -0.479
H 0.117 -0.189 1.080
```

* molecular weight: 60.027 g/mol
* frontier orbital gap: 0.345 Ha
* HOMO level: -9.76 eV
* charge: 0
* SMILES: O=C=CF


This record from the Open Molecules 2025 dataset describes a molecular structure, C2H4FN. The level of theory is the ωB97M-V functional and the def2-TZVPD basis.

XYZ file:
```
8
Properties=species:S:1:pos:R:3
F -1.798 -0.750 -0.079
N -0.582 1.435 0.098
C -0.337 0.271 -0.023
C 0.865 -0.505 -0.009
H 0.860 -0.992 1.019
H 1.748 -0.024 -0.209
H -1.455 1.768 -0.101
H 0.698 -1.203 -0.696
```

* molecular weight: 61.059 g/mol
* frontier orbital gap: 0.437 Ha
* HOMO level: -11.14 eV
* charge: 0


This record from the Open Molecules 2025 dataset describes a molecular structure, C4H7BOS. The level of theory is the ωB97M-V functional and the def2-TZVPD basis.

XYZ file:
```
14
Properties=species:S:1:pos:R:3
S 2.355 -1.326 0.568
O 1.146 1.133 -0.558
C -1.050 0.043 0.315
C 2.517 1.109 -0.574
C -1.740 -0.045 -1.016
C 3.166 0.000 -0.267
B 0.477 0.170 0.073
H 4.184 0.213 -0.217
H -1.668 -1.041 -1.400
H -2.734 0.156 -0.898
H -1.461 0.633 -1.726
H -1.512 0.882 0.873
H 2.909 2.154 -0.658
H -1.266 -0.755 0.878
```

* molecular weight: 113.978 g/mol
* frontier orbital gap: 0.319 Ha
* HOMO level: -8.14 eV
* charge: 0


This record from the Open Molecules 2025 dataset describes a molecular structure, C14H23F4N3O6P2V. The level of theory is the ωB97M-V functional and the def2-TZVPD basis.

XYZ file:
```
53
Properties=species:S:1:pos:R:3
V 0.129 -0.386 -0.002
P -1.699 0.719 -2.011
P -1.052 -2.349 -1.387
F -1.685 2.693 3.010
F -2.881 1.795 5.194
F -0.036 -1.605 2.134
F -1.282 -2.550 4.339
O 0.223 -2.588 -0.416
O -2.581 1.480 -1.095
O -1.556 -1.053 -0.409
O -0.142 0.608 -1.613
O -1.601 1.599 -3.401
O 0.026 -2.077 -2.730
N 2.142 0.728 0.158
N -0.125 0.867 1.347
N -1.862 -0.913 -4.157
C -3.747 -0.993 -2.530
C -1.411 -1.259 4.025
C -2.254 -0.794 -2.695
C 0.350 2.233 1.052
C -2.193 0.919 4.454
C -0.854 0.543 2.505
C 2.811 0.515 1.472
C -0.797 -0.782 2.899
C 3.129 0.563 -0.959
C -2.136 -0.404 4.827
C 3.095 -0.793 -1.638
C 3.278 -0.914 1.697
C 1.576 2.111 0.116
C -1.564 1.398 3.317
H -1.911 -0.009 -4.629
H 2.498 -1.640 1.462
H 3.886 -0.839 -2.392
H 2.329 2.850 0.392
H -4.048 -2.005 -2.830
H 4.158 -1.157 1.099
H 3.654 1.205 1.536
H -2.647 -0.761 5.714
H 3.233 -1.620 -0.942
H -4.016 -0.862 -1.482
H -0.895 -1.265 -4.155
H -0.429 2.802 0.550
H 0.774 -2.661 -2.545
H 0.604 2.751 1.973
H -1.776 2.529 -3.192
H 2.905 1.322 -1.703
H 3.546 -1.045 2.747
H -4.337 -0.265 -3.107
H 2.141 -0.934 -2.148
H 1.266 2.292 -0.904
H 4.125 0.782 -0.568
H -2.464 -1.578 -4.626
H 2.105 0.791 2.249
```

* molecular weight: 518.237 g/mol
* multiplicity: 2
* expectation value of S²: 0.862
* frontier orbital gap (spin up / spin down): 0.241 / 0.208 Ha
* HOMO level (spin up / spin down): -7.02 / -6.72 eV
* charge: 0


This record from the Open Molecules 2025 dataset describes 2 unconnected molecules or ions with the total composition CH3N5S. The level of theory is the ωB97M-V functional and the def2-TZVPD basis.

XYZ file:
```
10
Properties=species:S:1:pos:R:3
S -1.994 0.664 -2.431
N 0.869 0.943 0.355
N -3.252 -0.017 -0.175
N -0.042 -2.274 0.926
N 1.485 -0.315 0.426
N -2.746 0.276 -1.138
C 0.702 -1.431 0.671
H 1.162 1.442 1.159
H 2.482 -0.599 0.651
H 1.335 1.310 -0.446
```

* molecular weight: 117.137 g/mol
* frontier orbital gap: 0.379 Ha
* HOMO level: -9.81 eV
* charge: 0
* SMILES: N#[N+][S-].N#CNN


Results for strongest force on any atom: 0.72, 0.64, 3.04, 4.17, 4.69, 3.89, 3.32, 4.74 (in eV Å⁻¹, following the order of the records).